C2H3N3O3 | ωB97M-V with the def2-TZVPD basis set

Positions of all 11 atoms, in Å:
C: 1.36785 -0.38374 -0.14751
C: -0.65958 0.46651 0.14563
H: 3.17720 0.75485 0.30730
H: -2.53962 -1.07644 0.48571
H: -1.23039 2.23526 -0.27747
N: 0.59917 -1.45953 0.01264
N: -0.72338 -0.85137 0.22221
N: -1.58779 1.35647 -0.20912
O: 2.67599 -0.27724 -0.20010
O: -1.71379 -1.51094 -0.32936
O: 0.63435 0.74614 -0.00993

Properties
Kohn-Sham gap   7.74 eV
ΔE to the lowest compared entry with this formula, charge and spin   112.3 kcal/mol
E_tot   -12729.08722 eV

***

C45H46IrN14O2S2 | ωB97M-V with the def2-TZVPD basis set

Positions of all 110 atoms, in Å:
Ir: -0.57274 -0.50604 -1.98497
N: -4.16561 -0.68662 -2.06403
C: -3.63270 -0.92875 -0.84292
N: -4.35965 -1.16314 0.25721
N: -3.48438 -1.33077 1.22270
N: -2.29291 -1.24656 0.75027
N: -2.32396 -0.98680 -0.55808
C: -3.45431 -0.31645 -3.16951
N: -3.99759 0.15519 -4.28224
N: -2.97648 0.39131 -5.09429
N: -1.86690 0.08575 -4.53916
N: -2.11125 -0.37917 -3.30607
H: -5.16937 -0.65617 -2.13270
S: -2.46988 2.04796 0.69502
C: -2.00498 2.26329 2.29376
N: -2.37528 3.32694 3.04673
C: -1.73082 3.49893 4.32943
C: -1.63244 2.15620 5.04478
N: -0.97598 1.18947 4.19871
C: -0.29028 0.05831 4.78116
C: 1.20996 0.18304 4.64830
C: 1.96629 -0.84818 4.11099
C: 3.34467 -0.73814 4.04371
C: 3.97712 0.41268 4.48166
C: 3.22430 1.45891 4.99025
C: 1.84924 1.33992 5.07787
C: -1.22203 1.22023 2.86895
S: -0.65938 -0.01372 1.86209
C: -3.10092 4.45759 2.49172
C: -2.16785 5.53675 1.99381
C: -1.80689 6.60324 2.80856
C: -0.89040 7.54526 2.37220
C: -0.32107 7.42730 1.11507
C: -0.69829 6.38415 0.28699
C: -1.61771 5.44635 0.71981
H: -2.33250 4.18030 4.93316
H: -0.73121 3.94120 4.20945
H: -2.63878 1.80414 5.31206
H: -1.05780 2.27486 5.96444
H: -0.61742 -0.85809 4.27619
H: -0.56731 0.00259 5.83712
H: 1.48148 -1.74242 3.74788
H: 3.92164 -1.56253 3.65376
H: 5.05389 0.49196 4.43805
H: 3.70996 2.36268 5.33087
H: 1.26877 2.15528 5.48706
H: -3.74932 4.85096 3.28000
H: -3.71904 4.08465 1.67201
H: -2.25015 6.70498 3.79018
H: -0.61667 8.37043 3.01387
H: 0.40873 8.14964 0.77959
H: -0.27570 6.29375 -0.70198
H: -1.91106 4.63783 0.06655
O: 5.43234 -4.28155 1.72445
C: 4.08871 -4.28450 1.88172
O: 3.56285 -5.14488 2.53589
C: 3.34326 -3.18732 1.21758
C: 3.95969 -2.00284 0.80952
C: 3.24344 -1.00485 0.18946
C: 1.86645 -1.15527 -0.04649
C: 1.24262 -2.32907 0.40234
C: 1.96476 -3.32024 1.02154
N: 1.11727 -0.22859 -0.74529
C: 1.50557 1.03316 -0.81883
C: 0.73617 1.97930 -1.53218
C: 1.19262 3.28470 -1.80305
C: 0.40951 4.13635 -2.54222
C: -0.87261 3.71992 -2.90912
C: -1.27461 2.44173 -2.57602
N: -0.49040 1.56105 -1.96304
H: 5.72268 -3.58746 1.11900
H: 5.01184 -1.82163 0.99245
H: 3.76456 -0.11761 -0.14002
H: 0.17656 -2.41986 0.27625
H: 1.48323 -4.22538 1.35926
H: 2.37900 1.38107 -0.27931
H: 2.17046 3.58003 -1.45251
H: 0.77503 5.10896 -2.83899
H: -1.54259 4.36975 -3.44674
H: -2.28068 2.12813 -2.81214
C: 3.03126 -1.96164 -3.27422
C: 1.95401 -2.04576 -4.36577
C: 1.21425 -0.72725 -4.53715
C: 1.11352 -3.27463 -4.08670
C: 1.50676 -4.41808 -4.74879
C: 0.92387 -5.65099 -4.51333
C: -0.11744 -5.72992 -3.60311
C: -0.57589 -4.63686 -2.90328
C: -1.75204 -4.85302 -1.98158
C: -3.00384 -4.18544 -2.55656
C: -1.50501 -4.38956 -0.55114
C: 0.05073 -3.34071 -3.09992
N: -0.33112 -2.31995 -2.39240
H: 3.64426 -1.07094 -3.40317
H: 3.67714 -2.83677 -3.32792
H: 2.57180 -1.93797 -2.28876
H: 2.45843 -2.23000 -5.32344
H: 0.73510 -0.41045 -3.59309
H: 0.43559 -0.79416 -5.29081
H: 1.91365 0.04900 -4.84043
H: 2.31672 -4.34755 -5.46166
H: 1.27917 -6.52973 -5.02661
H: -0.58652 -6.68730 -3.43239
H: -1.92937 -5.93419 -1.94672
H: -2.83496 -3.11824 -2.67348
H: -3.84612 -4.33563 -1.88551
H: -3.25358 -4.60969 -3.52647
H: -1.41018 -3.31138 -0.53093
H: -0.60018 -4.83538 -0.14594
H: -2.34482 -4.66937 0.07975

Properties
Kohn-Sham gap (alpha / beta)   3.57 / 4.93 eV
2S+1   6
<S²>   8.823
E_tot   -96872.95498 eV

***

C53H83CaNOP2Sb2Si2 | ωB97M-V with the def2-TZVPD basis set

Positions of all 145 atoms, in Å:
Ca: -0.47346 1.03791 -0.14159
C: 3.24810 -2.60923 -1.66996
N: 2.83258 -2.56250 -3.04431
C: 1.78903 -1.71077 -3.57210
P: 1.29363 -0.14746 -2.65712
C: 2.95507 0.54035 -2.33732
C: 4.01275 0.43480 -3.23994
C: 5.25398 0.97200 -2.93272
C: 5.46048 1.60463 -1.71302
C: 4.42794 1.68648 -0.79154
C: 3.18832 1.15350 -1.10764
C: 0.59161 0.66387 -4.14768
C: -0.73272 0.31527 -4.41758
C: -1.35582 0.72918 -5.58623
C: -0.66348 1.51857 -6.49129
C: 0.64773 1.88960 -6.22126
C: 1.27663 1.45992 -5.06138
C: 3.52445 -3.34645 -3.97734
C: 4.83076 -3.79571 -3.72869
C: 5.49627 -4.58795 -4.65142
C: 4.89861 -4.94669 -5.85068
C: 3.61537 -4.49293 -6.11395
C: 2.93259 -3.70660 -5.19815
P: 1.84766 -2.59241 -0.42853
C: 0.78712 -3.82835 -1.27650
C: -0.56067 -3.52579 -1.44806
C: -1.39957 -4.37132 -2.16489
C: -0.88991 -5.53442 -2.72094
C: 0.45417 -5.85234 -2.55450
C: 1.28489 -5.00574 -1.83877
C: 2.74815 -3.52590 0.86488
C: 2.36052 -4.76452 1.36597
C: 3.08966 -5.36857 2.38410
C: 4.21091 -4.74501 2.91152
C: 4.59847 -3.50284 2.42732
C: 3.86524 -2.89387 1.42075
H: 3.96497 -1.82154 -1.40806
H: 3.74259 -3.56216 -1.50904
H: 0.85278 -2.26119 -3.73586
H: 2.11828 -1.34298 -4.54382
H: 3.88052 -0.08783 -4.18043
H: 6.06481 0.89082 -3.64553
H: 6.43034 2.02492 -1.47958
H: 4.58557 2.16401 0.16691
H: 2.39093 1.21113 -0.37613
H: -1.28341 -0.29280 -3.70549
H: -2.38191 0.44542 -5.78325
H: -1.14618 1.85202 -7.40095
H: 1.18790 2.51939 -6.91689
H: 2.29781 1.76441 -4.87014
H: 5.34109 -3.50630 -2.82102
H: 6.50565 -4.91406 -4.43193
H: 5.42464 -5.56724 -6.56410
H: 3.12626 -4.76072 -7.04283
H: 1.92247 -3.39547 -5.42506
H: -0.96033 -2.62103 -1.00263
H: -2.44683 -4.12274 -2.28480
H: -1.53818 -6.19560 -3.28243
H: 0.85472 -6.76231 -2.98418
H: 2.33343 -5.26059 -1.72856
H: 1.48213 -5.26109 0.97424
H: 2.77316 -6.33071 2.76705
H: 4.77317 -5.22061 3.70492
H: 5.46049 -2.99953 2.84765
H: 4.15583 -1.90840 1.07121
C: -1.10048 -3.18578 2.17328
Sb: -1.05708 -1.03040 1.98304
C: 1.01800 -1.17157 3.06362
C: -3.10266 -1.32479 0.81852
H: -2.11940 -3.52560 2.34489
H: -0.44632 -3.51139 2.97931
H: -0.75319 -3.62524 1.23731
H: 1.41555 -2.17543 2.90617
H: 1.00893 -0.98682 4.14335
H: 1.71618 -0.46061 2.60149
H: -2.96133 -2.17124 0.13697
H: -3.36049 -0.43907 0.21543
H: -3.96673 -1.55163 1.45115
C: -3.80862 0.74205 3.38494
Si: -2.26847 -0.10366 4.05964
C: -1.20715 1.27796 4.89837
C: -2.13382 2.36166 5.47166
C: -0.29950 1.94778 3.85617
C: -0.31041 0.75105 6.02761
C: -2.87469 -1.45297 5.25870
C: -3.88358 -2.33191 4.50368
C: -1.72345 -2.34816 5.74377
C: -3.58781 -0.82149 6.45892
H: -4.34914 1.28913 4.16300
H: -4.49020 0.02014 2.93395
H: -3.52746 1.44939 2.60321
H: -2.65336 2.90352 4.67739
H: -1.53884 3.08897 6.03834
H: -2.88997 1.95399 6.14708
H: -0.87699 2.29602 2.99345
H: 0.47818 1.26791 3.50434
H: 0.19064 2.82531 4.29854
H: -0.89135 0.43430 6.89588
H: 0.36474 1.54908 6.35995
H: 0.30769 -0.08851 5.70829
H: -3.45608 -2.75331 3.59336
H: -4.78104 -1.77472 4.22559
H: -4.19559 -3.16482 5.14470
H: -1.16149 -2.76825 4.90434
H: -2.12422 -3.18489 6.32912
H: -1.02093 -1.80909 6.37955
H: -4.42702 -0.19262 6.14756
H: -2.91621 -0.21254 7.06758
H: -3.98962 -1.61308 7.10321
C: -5.68483 3.45639 1.62325
C: -4.40286 4.23125 1.94635
Sb: -2.69018 3.54092 0.81709
C: -3.40882 4.37696 -1.03177
C: -3.95881 3.27625 -1.94274
C: -1.35621 5.05472 1.56339
C: -1.93673 6.46997 1.58404
H: -6.53439 3.83709 2.19582
H: -5.58681 2.39411 1.84734
H: -5.94525 3.54722 0.56515
H: -4.16683 4.17716 3.01160
H: -4.52780 5.28517 1.69374
H: -2.58528 4.89347 -1.52091
H: -4.17688 5.11223 -0.78899
H: -3.16791 2.57628 -2.22246
H: -4.36533 3.69101 -2.86836
H: -4.75260 2.70255 -1.45967
H: -0.46850 4.99177 0.93810
H: -1.07283 4.73649 2.56907
H: -2.40120 6.73638 0.63198
H: -1.15612 7.20949 1.78030
H: -2.69384 6.57896 2.36094
C: 0.27102 5.89710 -1.50747
Si: 0.33347 4.10273 -2.07508
C: -0.72312 4.00680 -3.63510
C: 2.13828 3.92535 -2.57681
O: -0.14833 3.02923 -0.95407
H: 0.61793 6.52453 -2.33499
H: 0.94111 6.07362 -0.65950
H: -0.72317 6.24920 -1.22266
H: -0.10081 4.10315 -4.53014
H: -1.47640 4.79950 -3.66950
H: -1.24674 3.04918 -3.70481
H: 2.33383 4.58254 -3.43091
H: 2.41491 2.90880 -2.86652
H: 2.80313 4.22779 -1.76084

Properties
Kohn-Sham gap   6.05 eV
ΔE to the lowest compared entry with this formula, charge and spin   29.8 kcal/mol
E_tot   -125693.75588 eV

***

Cd3N9O27 | ωB97M-V with the def2-TZVPD basis set

Positions of all 39 atoms, in Å:
Cd: -0.87255 4.09440 -1.55046
Cd: -2.74882 -1.29912 1.85618
Cd: 4.02281 -2.76037 -1.95337
N: -0.43825 -4.06146 -3.28615
O: -1.06272 -3.28751 -3.99221
O: 0.73889 -4.02412 -2.95631
O: -0.99053 -5.09560 -2.74872
N: 7.33627 -0.08713 -2.96404
O: 7.19724 0.82016 -2.30290
O: 8.44437 -0.10289 -3.42363
O: 6.33011 -0.70704 -3.09279
N: -2.10819 -5.92901 2.35588
O: -1.68740 -6.72021 3.22591
O: -2.27159 -4.73365 2.56967
O: -2.57736 -6.51578 1.35822
N: -5.55821 -2.32337 -1.63953
O: -6.47656 -2.83248 -0.99767
O: -4.51390 -2.14629 -1.07052
O: -5.71384 -2.22712 -2.73133
N: 0.86582 -0.11477 -0.31867
O: 0.16776 -1.01652 0.17089
O: 1.89525 -0.38989 -1.03008
O: 0.55644 1.05686 -0.19442
N: -4.34247 2.58797 1.76001
O: -4.44654 1.40835 2.08668
O: -3.67223 2.64025 0.75632
O: -4.74169 3.70246 2.31311
N: 3.44978 4.17911 -3.34856
O: 4.43576 4.60312 -2.79329
O: 3.44428 3.79275 -4.50062
O: 2.28662 4.24621 -2.83398
N: 0.28871 6.13589 2.48821
O: 0.64775 5.67188 3.55969
O: -0.04289 5.38917 1.74709
O: 0.21504 7.30583 2.10675
N: 0.50538 -0.35071 5.26326
O: -0.45337 -0.77710 4.58451
O: 1.10630 0.72415 5.17264
O: 0.78454 -0.85643 6.35422

Properties
Kohn-Sham gap   1.68 eV
Total charge   -3
ΔE to the lowest compared entry with this formula, charge and spin   321.8 kcal/mol
E_tot   -82332.18349 eV